Entry 1:
{"formula": "C10H15NO", "method": "ωB97M-V/def2-TZVPD", "fmax_ha_per_bohr": 0.0767, "spin_multiplicity": 3, "energy_ev": -14142.3762, "lumo_energy_ev": [0.85, -0.34], "mol_weight_g_mol": 165.2, "s2": 2.017, "elements": ["C", "C", "C", "C", "C", "C", "C", "C", "C", "C", "N", "O", "H", "H", "H", "H", "H", "H", "H", "H", "H", "H", "H", "H", "H", "H", "H"], "positions_angstrom": [[0.221, 0.536, -0.389], [-0.787, -1.636, -0.082], [-0.362, 1.071, 0.658], [-1.626, -1.246, 0.836], [-1.449, 0.146, 1.353], [0.922, -0.713, -2.287], [1.053, -2.017, -1.520], [-0.082, 2.339, 1.392], [-2.572, -2.242, 1.537], [2.341, 1.088, -1.366], [1.025, 0.609, -1.491], [-0.186, -2.469, -0.907], [-1.275, 0.120, 2.437], [-2.333, 0.742, 1.206], [1.741, -0.654, -2.912], [0.016, -0.527, -2.885], [1.223, -2.772, -2.221], [1.841, -1.980, -0.852], [0.766, 2.408, 2.046], [-0.859, 2.841, 2.024], [0.119, 3.226, 0.674], [-3.421, -1.896, 2.190], [-2.057, -2.828, 2.323], [-3.016, -2.971, 0.905], [2.377, 1.993, -0.657], [3.204, 0.408, -1.103], [2.707, 1.452, -2.287]]}

---

Entry 2:
{"formula": "C23H66O16S10", "method": "ωB97M-V/def2-TZVPD", "fmax_ha_per_bohr": 0.0419, "energy_ev": -166025.2790, "lumo_energy_ev": 0.05, "mol_weight_g_mol": 919.4, "elements": ["O", "S", "O", "O", "C", "C", "C", "H", "H", "H", "H", "H", "H", "H", "H", "O", "S", "O", "O", "C", "C", "C", "H", "H", "H", "H", "H", "H", "H", "H", "O", "S", "O", "O", "C", "C", "C", "H", "H", "H", "H", "H", "H", "H", "H", "C", "S", "O", "C", "H", "H", "H", "H", "H", "H", "C", "S", "O", "C", "H", "H", "H", "H", "H", "H", "C", "S", "O", "C", "H", "H", "H", "H", "H", "H", "C", "S", "O", "C", "H", "H", "H", "H", "H", "H", "C", "S", "O", "C", "H", "H", "H", "H", "H", "H", "C", "S", "O", "C", "H", "H", "H", "H", "H", "H", "C", "S", "O", "C", "H", "H", "H", "H", "H", "H"], "positions_angstrom": [[5.404, 1.673, 3.341], [4.984, 0.405, 2.801], [5.905, -0.686, 2.577], [3.765, -0.069, 3.803], [3.839, -1.424, 4.271], [3.087, -2.355, 3.308], [4.005, 0.668, 1.297], [3.295, -1.450, 5.221], [4.839, -1.725, 4.577], [3.482, -3.365, 3.469], [3.217, -2.149, 2.248], [2.022, -2.439, 3.522], [4.433, 1.554, 0.838], [2.964, 0.824, 1.560], [4.066, -0.162, 0.603], [-5.255, -5.033, -3.057], [-4.052, -5.780, -2.781], [-3.391, -6.567, -3.792], [-2.970, -4.758, -2.137], [-3.426, -3.650, -1.360], [-3.778, -2.476, -2.253], [-4.332, -6.886, -1.383], [-2.680, -3.343, -0.627], [-4.230, -3.997, -0.701], [-4.230, -1.595, -1.791], [-4.482, -2.690, -3.058], [-2.871, -2.107, -2.739], [-4.217, -6.284, -0.487], [-3.633, -7.712, -1.445], [-5.356, -7.231, -1.506], [0.221, 3.154, 1.023], [0.450, 2.031, 0.142], [1.749, 1.791, -0.412], [0.060, 0.701, 1.015], [0.339, -0.589, 0.477], [-0.841, -1.469, 0.895], [-0.763, 1.915, -1.196], [1.208, -1.026, 0.974], [0.495, -0.653, -0.599], [-0.765, -1.568, 1.976], [-0.758, -2.448, 0.419], [-1.818, -1.072, 0.612], [-1.732, 1.757, -0.722], [-0.359, 1.007, -1.646], [-0.664, 2.777, -1.839], [-3.262, 4.706, -5.939], [-3.553, 4.653, -4.144], [-2.883, 3.379, -3.677], [-2.534, 6.093, -3.721], [-3.411, 5.731, -6.304], [-4.079, 4.242, -6.489], [-2.232, 4.396, -6.081], [-2.523, 6.388, -2.674], [-2.972, 6.970, -4.207], [-1.534, 5.927, -4.122], [1.093, 2.727, -4.034], [0.930, 1.118, -4.889], [0.459, 0.166, -3.855], [-0.481, 1.698, -5.911], [1.738, 2.606, -3.165], [0.091, 3.028, -3.737], [1.489, 3.465, -4.732], [-1.255, 2.180, -5.314], [-0.913, 0.810, -6.377], [-0.068, 2.300, -6.720], [0.632, -5.380, -2.696], [0.391, -4.043, -1.509], [1.455, -4.044, -0.451], [0.753, -2.596, -2.605], [1.607, -5.474, -3.173], [-0.177, -5.287, -3.421], [0.495, -6.302, -2.128], [0.468, -2.935, -3.600], [1.800, -2.361, -2.461], [-0.022, -1.883, -2.343], [-4.075, 1.103, 3.386], [-2.890, 1.750, 2.119], [-3.566, 1.451, 0.806], [-3.166, 3.490, 2.457], [-5.017, 1.645, 3.386], [-3.639, 1.127, 4.393], [-4.221, 0.023, 3.318], [-2.594, 3.753, 3.352], [-4.196, 3.826, 2.538], [-2.650, 4.050, 1.673], [-0.775, -1.815, 5.555], [-1.750, -0.441, 6.321], [-3.000, -1.044, 6.890], [-0.605, -0.071, 7.734], [-1.189, -2.752, 5.928], [0.263, -1.720, 5.864], [-0.875, -1.800, 4.473], [-1.025, -0.587, 8.596], [-0.487, 0.991, 7.931], [0.373, -0.500, 7.522], [0.668, 1.881, 4.114], [0.838, 3.696, 4.333], [1.209, 3.879, 5.785], [2.377, 4.068, 3.418], [1.465, 1.434, 3.519], [-0.224, 1.798, 3.491], [0.609, 1.361, 5.064], [3.085, 3.254, 3.542], [2.681, 5.060, 3.751], [2.184, 4.250, 2.357], [3.780, -0.115, -2.885], [5.224, 0.943, -2.719], [5.398, 1.131, -1.236], [6.498, -0.242, -3.225], [3.618, -0.728, -3.776], [2.887, 0.503, -2.825], [3.856, -0.847, -2.077], [6.432, -1.029, -2.466], [7.480, 0.218, -3.212], [6.288, -0.765, -4.158]]}

---

Entry 3:
{"formula": "CH3NS2", "method": "ωB97M-V/def2-TZVPD", "fmax_ha_per_bohr": 0.0841, "energy_ev": -24244.7399, "lumo_energy_ev": -0.35, "mol_weight_g_mol": 93.2, "elements": ["N", "S", "C", "S", "H", "H", "H"], "positions_angstrom": [[-0.623, 0.136, 1.319], [-0.262, 1.052, -0.037], [0.560, 0.004, -0.984], [1.488, 0.430, -2.383], [-0.190, -0.745, 1.218], [-1.622, 0.152, 1.559], [0.648, -1.028, -0.692]]}

---

Entry 4:
{"formula": "C2H7N3O2", "method": "ωB97M-V/def2-TZVPD", "total_charge": 2, "fmax_ha_per_bohr": 0.0907, "energy_ev": -10727.9302, "lumo_energy_ev": -9.01, "mol_weight_g_mol": 105.1, "elements": ["C", "C", "N", "N", "N", "O", "O", "H", "H", "H", "H", "H", "H", "H"], "positions_angstrom": [[0.673, 0.818, 0.059], [-0.161, -0.843, -0.559], [-0.046, 1.584, -0.608], [1.756, 0.859, 0.772], [-1.159, -1.300, 0.437], [-0.759, -0.372, -1.648], [-1.117, 0.968, -1.392], [0.631, -1.563, -0.713], [0.035, 2.636, -0.605], [2.382, 0.129, 0.598], [2.160, 1.459, 1.528], [-0.797, -1.806, 1.299], [-1.819, -2.127, 0.053], [-1.779, -0.444, 0.778]]}

---

Entry 5:
{"formula": "C3H5N3S2", "method": "ωB97M-V/def2-TZVPD", "fmax_ha_per_bohr": 0.0851, "energy_ev": -29329.3898, "lumo_energy_ev": -0.51, "mol_weight_g_mol": 147.2, "elements": ["C", "N", "N", "C", "N", "S", "C", "S", "H", "H", "H", "H", "H"], "positions_angstrom": [[1.898, 0.742, 2.269], [1.588, -0.202, 1.442], [0.624, 0.176, 0.617], [0.257, -0.829, -0.162], [-0.743, -0.653, -1.088], [-1.018, -1.643, -2.557], [-1.472, 0.596, -0.963], [-2.726, 1.092, -1.845], [1.307, 1.762, 2.199], [2.619, 0.543, 3.046], [0.729, -1.903, 0.087], [-2.006, -0.780, -3.013], [-1.057, 1.098, -0.031]]}